{"formula": "C12H21CuN5S2", "method": "wB97M-V/def2-TZVPD", "symbols": ["Cu", "S", "S", "N", "N", "N", "N", "N", "C", "C", "C", "C", "C", "C", "C", "C", "C", "C", "C", "C", "H", "H", "H", "H", "H", "H", "H", "H", "H", "H", "H", "H", "H", "H", "H", "H", "H", "H", "H", "H", "H"], "coordinates": [[6.558878, 8.631747, 6.648661], [7.821757, 4.274842, 6.321361], [5.532043, 7.303934, 11.453812], [5.909230, 8.039846, 8.959370], [7.119855, 6.738578, 6.674199], [4.523414, 8.396816, 5.624618], [6.494135, 10.492544, 5.886799], [8.482330, 9.348401, 7.485052], [8.078261, 6.413344, 4.452642], [6.280990, 6.209698, 10.354452], [6.926047, 6.096731, 7.873670], [8.587386, 10.804614, 7.225561], [6.387714, 6.761009, 9.072146], [7.873840, 11.118061, 5.900054], [7.629041, 5.899503, 5.786864], [4.592206, 9.655113, 10.216225], [5.793113, 10.364687, 4.604373], [5.334042, 8.408005, 10.127950], [4.480154, 9.683858, 4.967806], [7.321413, 4.762989, 7.875209], [6.695659, 5.273707, 10.704348], [7.244893, 6.848429, 3.914900], [7.827581, 12.202517, 5.851373], [4.403909, 7.648655, 4.925480], [8.514293, 10.687134, 5.096209], [9.179361, 8.833538, 6.983246], [5.865791, 10.936349, 6.531624], [8.585569, 5.607009, 3.947032], [4.035817, 10.475699, 5.643126], [3.778454, 9.692905, 4.144030], [9.602060, 11.235662, 7.137336], [8.816927, 7.234349, 4.608666], [8.116777, 11.393622, 8.033039], [4.802143, 10.091630, 11.173702], [4.911560, 10.308130, 9.398076], [3.520532, 9.513866, 10.080616], [7.202760, 4.067512, 8.671585], [8.514904, 9.083796, 8.464512], [5.639805, 11.382157, 4.205431], [3.792181, 8.380276, 6.321791], [6.499721, 9.826255, 3.933612]], "atomic_forces_ev_per_a": [[0.2, 0.1, 0.2], [0.1, 1.3, 0.1], [0.1, 0.1, -1.9], [-1.2, -0.1, 1.4], [0.0, -1.0, 0.7], [1.6, -0.1, 0.1], [1.5, -0.6, 0.5], [-1.0, 0.3, -0.2], [0.6, 0.3, 0.9], [0.5, 0.5, -1.1], [0.6, -1.9, 1.2], [-0.5, 0.7, -0.1], [0.1, -0.6, 1.4], [0.1, -0.7, 0.5], [0.0, 0.6, -0.6], [-0.2, 0.7, -0.3], [1.0, -0.1, -0.3], [1.2, -0.9, -1.6], [-1.3, 2.7, -0.4], [-0.9, 1.4, -0.5], [-0.2, 0.1, -0.1], [-0.1, -0.2, -0.4], [-0.1, 0.1, -0.6], [0.0, 0.3, 0.8], [-0.9, 0.4, 0.2], [0.6, -0.3, -0.1], [0.0, 0.8, 0.4], [-0.1, 0.0, -0.7], [0.1, -1.1, -0.2], [0.0, -0.1, -0.5], [-0.2, -0.7, 0.2], [-0.4, -0.6, -0.1], [0.0, -0.6, -0.1], [-0.3, 0.7, 0.4], [0.1, 0.1, 0.3], [-0.1, -0.1, 0.3], [0.0, -0.3, 0.4], [0.1, 0.2, 0.0], [-0.3, -0.6, -0.2], [-0.1, -0.5, 0.0], [-0.8, 0.1, 0.2]], "mulliken_charge": [-0.276, -0.031, -0.046, -0.030, 0.563, -0.318, -0.063, -0.276, -1.028, -0.623, 0.577, -0.653, 0.274, -0.495, 0.390, -0.988, -0.274, 0.380, -0.884, -0.858, 0.373, 0.211, 0.369, 0.267, 0.326, 0.209, 0.214, 0.432, 0.357, 0.473, 0.379, 0.203, 0.368, 0.421, 0.140, 0.279, 0.411, 0.286, 0.390, 0.247, 0.302], "multiplicity": 2, "relative_energy_kcal_mol": 0.0, "homo_lumo_gap_ev": [8.72, 6.30], "max_force_ha_per_bohr": 0.0582, "energy_ha": -3179.992595, "total_charge": 2}

---

{"formula": "C12H21GaI2N2O", "method": "wB97M-V/def2-TZVPD", "symbols": ["I", "I", "Ga", "O", "N", "N", "C", "C", "C", "C", "C", "C", "C", "C", "C", "C", "C", "C", "H", "H", "H", "H", "H", "H", "H", "H", "H", "H", "H", "H", "H", "H", "H", "H", "H", "H", "H", "H", "H"], "coordinates": [[-0.566189, -3.065893, 3.711299], [0.697177, 2.808903, -1.099362], [0.200231, -0.149261, -0.277003], [1.510156, -2.691164, -0.449970], [-2.441975, -0.849434, -1.419180], [-2.556760, 0.819395, -0.052479], [-2.247201, 1.811654, 0.946210], [3.628812, -0.133997, 0.686747], [2.841057, 1.164392, 0.566951], [-3.830762, 0.597910, -0.527050], [-0.214920, -2.850091, 1.370090], [0.692530, -2.076908, 0.199821], [3.810424, 2.278525, 0.199025], [2.151297, 1.494538, 1.880871], [1.780796, 0.964778, -0.556620], [-3.758445, -0.452275, -1.371555], [-1.992110, -2.000785, -2.168806], [-1.667024, -0.064882, -0.599946], [-3.176307, 2.328960, 1.208681], [2.282618, 0.683895, -1.483018], [1.592495, 2.433733, 1.806321], [-4.669154, 1.189638, -0.214184], [4.108415, -0.372071, -0.272150], [1.455630, 0.698906, 2.183838], [-2.720229, -2.199066, -2.963173], [-1.178698, -2.322840, 1.355883], [2.987882, -0.984225, 0.947042], [-4.531190, -0.940654, -1.942023], [-1.004616, -1.817031, -2.610951], [-1.832522, 1.348437, 1.855139], [2.909039, 1.597398, 2.671960], [4.585686, 2.361762, 0.972575], [0.507963, -2.716823, 2.247487], [4.300550, 2.061509, -0.756633], [4.413108, -0.028570, 1.451420], [-0.313576, -3.883968, 1.026385], [3.304188, 3.244101, 0.113043], [-1.930244, -2.902342, -1.540859], [-1.515896, 2.537292, 0.557913]], "atomic_forces_ev_per_a": [[-2.6, -1.4, 8.8], [0.5, 0.7, -0.4], [0.2, -1.9, 0.5], [1.3, -0.9, -0.1], [-0.5, -1.5, -0.5], [-1.1, 1.3, 0.3], [0.1, 0.1, -0.1], [0.0, -0.4, -0.1], [-0.8, 0.3, -0.5], [0.1, -0.1, -0.2], [3.3, 2.2, -6.9], [-2.6, -0.5, 0.4], [0.3, 0.2, 0.1], [0.2, -0.1, 0.5], [0.4, 0.4, 0.3], [-0.3, 0.1, 0.1], [-0.3, 0.0, 0.3], [1.2, 0.6, 0.2], [0.1, 0.0, -0.1], [-0.1, 0.3, 0.0], [0.0, -0.1, 0.0], [-0.1, 0.1, 0.0], [0.0, 0.0, 0.2], [0.1, 0.2, -0.2], [0.0, 0.1, 0.0], [0.7, -0.1, 0.4], [0.1, 0.2, 0.0], [0.0, 0.0, 0.1], [0.1, 0.2, 0.2], [0.1, -0.1, -0.2], [-0.1, 0.1, 0.0], [0.0, 0.0, -0.1], [-0.3, 0.3, -3.4], [0.0, 0.0, 0.0], [-0.1, 0.0, -0.1], [0.2, 0.0, 0.4], [0.1, -0.1, 0.0], [0.1, 0.2, -0.1], [-0.4, -0.2, 0.3]], "mulliken_charge": [-1.015, -0.268, -0.665, -0.587, 0.499, 0.577, -0.913, -1.689, 2.226, -0.553, -1.092, 0.856, -1.930, -1.811, -1.221, -0.424, -0.743, -0.288, 0.297, 0.690, 0.260, 0.356, 0.383, 0.352, 0.456, 0.226, 0.265, 0.356, 0.079, 0.339, 0.443, 0.448, 0.153, 0.366, 0.455, 0.450, 0.387, 0.196, 0.083], "relative_energy_kcal_mol": 0.0, "homo_lumo_gap_ev": [2.22, 2.21], "max_force_ha_per_bohr": 0.1805, "energy_ha": -3174.531952, "total_charge": -2}

---

{"formula": "C12H21GaNOS2", "method": "wB97M-V/def2-TZVPD", "symbols": ["Ga", "S", "S", "O", "N", "C", "C", "C", "C", "C", "C", "C", "C", "C", "C", "C", "C", "H", "H", "H", "H", "H", "H", "H", "H", "H", "H", "H", "H", "H", "H", "H", "H", "H", "H", "H", "H", "H"], "coordinates": [[-1.382581, -0.006326, -1.108680], [-0.952588, 3.231192, -1.637018], [-3.008603, -1.417237, -2.029813], [3.534242, -1.172116, 0.803742], [-0.529730, 0.082837, 3.162946], [-1.198270, -0.980012, 3.600164], [-1.957272, -1.807274, 2.776991], [-2.015336, -1.516223, 1.416477], [0.325494, -0.443249, -2.090998], [-2.123374, 1.875422, -1.383559], [1.611138, -1.972061, -0.478579], [-0.608223, 0.332222, 1.851833], [0.835860, -1.866494, -1.785424], [0.708814, 3.752542, 0.539928], [0.521864, 2.840221, -0.667742], [2.949882, -1.263714, -0.500200], [-1.315905, -0.416970, 0.898928], [1.807319, -3.022871, -0.254272], [0.530138, 1.809618, -0.333496], [-0.135270, 3.671741, 1.218516], [0.876091, 4.783434, 0.245430], [0.087628, -0.400571, -3.154941], [-2.476352, -2.649506, 3.209614], [-2.606695, -2.144319, 0.765366], [-0.021624, -2.538770, -1.779680], [3.636211, -1.826453, -1.128399], [-2.773400, 2.118945, -0.545412], [1.127180, 0.276188, -1.942488], [-2.756141, 1.850084, -2.267375], [-0.051166, 1.198213, 1.519065], [1.375863, 2.960959, -1.331931], [2.821180, -0.904431, 1.389835], [1.592914, 3.421049, 1.090014], [-2.626911, -2.599158, -1.532815], [1.474620, -2.203104, -2.609093], [2.872162, -0.261407, -0.920427], [0.988007, -1.594381, 0.334683], [-1.137165, -1.198021, 4.658809]], "atomic_forces_ev_per_a": [[0.2, 0.2, 0.2], [-0.1, 0.0, -0.3], [-0.2, 0.1, -0.1], [0.1, -0.2, -0.2], [0.0, 0.0, -0.1], [-0.2, -0.3, -0.2], [0.3, 0.4, -0.1], [0.3, 0.2, 0.4], [-0.1, -0.4, 0.1], [0.1, -0.3, 0.3], [-0.1, -0.3, -0.1], [-0.2, -0.2, -0.3], [0.0, 0.6, -0.3], [0.3, -0.5, 0.0], [0.2, 0.4, 0.2], [-0.1, 0.2, 0.2], [-0.2, -0.2, 0.1], [0.0, -0.1, 0.1], [-0.2, -0.2, -0.2], [-0.2, 0.2, 0.0], [-0.2, 0.2, 0.0], [-0.1, 0.1, -0.1], [-0.1, -0.1, 0.0], [-0.1, 0.0, -0.1], [0.0, -0.2, 0.1], [0.2, 0.0, 0.0], [-0.1, 0.0, 0.1], [0.1, 0.2, 0.0], [0.0, 0.1, -0.2], [0.1, 0.2, 0.1], [0.1, -0.1, -0.1], [0.0, 0.1, 0.2], [0.1, 0.1, 0.1], [0.1, 0.0, 0.0], [0.1, -0.2, 0.0], [-0.1, 0.1, -0.1], [0.0, 0.2, 0.1], [0.1, 0.1, 0.2]], "mulliken_charge": [-0.258, -0.234, -0.476, -0.543, -0.627, -0.387, -0.479, -0.313, -0.487, -0.767, 0.032, 0.368, -0.895, -1.302, 0.642, -0.469, -0.191, 0.303, -0.733, 0.315, 0.375, 0.422, 0.387, 0.155, 0.264, 0.357, 0.432, 0.356, 0.387, 0.580, 0.337, 0.328, 0.341, -0.019, 0.400, 0.229, -0.183, 0.354], "relative_energy_kcal_mol": 0.0, "homo_lumo_gap_ev": 7.87, "max_force_ha_per_bohr": 0.0126, "energy_ha": -3321.075022, "total_charge": -1}

---

{"formula": "C12H21N3O5P", "method": "wB97M-V/def2-TZVPD", "symbols": ["P", "O", "O", "O", "O", "O", "N", "N", "N", "C", "C", "C", "C", "C", "C", "C", "C", "C", "C", "C", "C", "H", "H", "H", "H", "H", "H", "H", "H", "H", "H", "H", "H", "H", "H", "H", "H", "H", "H", "H", "H", "H"], "coordinates": [[-0.494595, -0.759934, -0.105423], [-4.053259, -1.322087, 0.472568], [-0.638964, -0.266092, 3.194062], [-1.788714, 2.650212, 0.718548], [1.149432, -0.892235, 0.406446], [-0.205226, -2.084038, -1.203343], [-2.221756, -0.581610, -0.839110], [0.592388, 5.077659, 5.360828], [-0.845375, 0.600732, 1.100873], [-0.837464, 1.916828, 0.549667], [-0.351790, 4.609770, 4.904955], [0.309230, 2.415141, -0.303783], [0.207872, -2.429403, -3.879355], [1.145299, -2.269133, -1.501610], [-1.552649, 4.024766, 4.324218], [-0.181859, 0.466459, 2.338647], [1.922322, -1.197741, -0.727035], [1.445988, -2.212694, -3.014592], [1.076150, 1.231845, 2.676413], [-3.150630, -0.949615, -0.172428], [-0.208810, -3.902636, -3.894718], [1.892242, 0.523651, 2.781627], [0.001424, -4.358245, -2.928622], [-2.434192, 4.498763, 4.750763], [2.896509, -1.546013, -0.380076], [1.484866, -3.223829, -1.081625], [-0.611990, -1.812573, -3.525695], [-1.267465, -4.023573, -4.107745], [1.246693, 1.896432, -0.149154], [-1.555101, 4.170220, 3.245004], [-1.585717, 2.956312, 4.531278], [2.163450, -2.991330, -3.283843], [0.023329, 2.235790, -1.340453], [0.373344, -4.453913, -4.633895], [-0.950151, -1.640894, 0.888445], [0.435605, -2.120243, -4.901796], [0.396122, 3.491312, -0.187224], [2.107189, -0.294474, -1.323039], [1.360002, 1.995781, 1.968614], [-0.104749, 0.133357, -1.131491], [1.900839, -1.249099, -3.248633], [0.910162, 1.686376, 3.651729]], "atomic_forces_ev_per_a": [[-0.2, -0.9, -0.8], [-0.7, -0.2, 0.2], [0.3, -0.2, -0.3], [0.3, -0.1, 0.2], [0.0, 0.1, -0.1], [-0.2, 0.2, 0.2], [0.3, -0.1, 0.3], [0.0, 0.0, 0.0], [0.8, 0.9, -0.1], [-0.3, 0.1, 0.1], [0.1, 0.0, 0.0], [-0.2, -0.1, -0.4], [0.1, -0.2, -0.2], [0.5, 0.0, 0.0], [0.0, -0.1, -0.1], [-0.9, -0.3, 0.3], [0.1, 0.2, 0.6], [-0.3, -0.1, 0.0], [-0.2, 0.3, 0.2], [0.4, 0.1, -0.2], [0.2, 0.2, 0.1], [0.0, -0.2, -0.1], [-0.2, 0.0, 0.1], [0.0, 0.0, 0.0], [0.1, -0.2, -0.1], [-0.2, -0.2, -0.1], [0.0, 0.1, 0.1], [-0.1, -0.1, -0.1], [0.1, -0.1, 0.1], [0.0, -0.1, 0.0], [0.0, 0.0, 0.0], [0.2, 0.0, 0.1], [0.0, 0.0, -0.1], [0.0, -0.1, -0.1], [0.0, 0.1, 0.0], [0.0, 0.1, -0.1], [0.1, 0.1, 0.2], [-0.1, 0.0, -0.2], [0.1, 0.1, -0.2], [-0.1, 0.2, 0.3], [0.0, 0.1, -0.1], [0.1, 0.1, 0.1]], "mulliken_charge": [1.025, -0.566, -0.648, -0.598, -0.359, -0.412, -0.694, -0.424, 0.112, 0.485, 0.362, -1.293, -0.372, 0.439, -0.648, 0.681, -1.012, -1.056, -1.102, 0.725, -1.217, 0.251, 0.282, 0.317, 0.357, 0.341, 0.259, 0.329, 0.279, 0.177, 0.231, 0.332, 0.427, 0.371, -0.112, 0.388, 0.324, 0.341, 0.332, -0.379, 0.387, 0.336], "homo_lumo_gap_ev": 8.70, "max_force_ha_per_bohr": 0.0243, "energy_ha": -1351.760328, "total_charge": -1}

---

{"formula": "C12H21N3O5S", "method": "wB97M-V/def2-TZVPD", "symbols": ["S", "O", "O", "O", "O", "O", "N", "N", "N", "C", "C", "C", "C", "C", "C", "C", "C", "C", "C", "C", "C", "H", "H", "H", "H", "H", "H", "H", "H", "H", "H", "H", "H", "H", "H", "H", "H", "H", "H", "H", "H", "H"], "coordinates": [[1.060190, 3.571284, 0.965520], [-2.990499, 0.653387, -0.411958], [-4.802496, -0.700973, 0.287138], [2.258658, -1.354029, -0.241965], [-1.496285, -3.186339, -2.499977], [0.193410, -1.794460, 2.209763], [-0.761284, -1.862230, 0.300269], [0.397897, -1.985608, -2.567577], [1.809887, 0.374501, 1.095346], [4.111215, -0.430493, 0.996847], [-0.419625, 2.878922, 1.783371], [-0.272455, 1.382816, 2.000184], [-3.570718, -0.442467, -0.221776], [-0.792461, -2.315862, -2.083724], [0.373912, 0.352184, 0.972735], [-1.364962, -1.444073, -0.951407], [-2.943948, -1.633384, -0.869647], [2.644943, -0.534029, 0.550022], [1.085587, -2.554327, -3.692120], [-0.080166, -1.148400, 1.238846], [0.451197, 5.250577, 0.865462], [0.997800, 5.869821, 0.121154], [-1.222227, 0.907712, 2.298858], [-0.502375, 3.229558, 2.811431], [0.951236, -1.608045, -1.753218], [2.222819, -2.563422, -3.502805], [4.359761, 0.660635, 1.015062], [0.102945, 0.671762, -0.079069], [0.734826, -2.070376, -4.554779], [2.068277, 1.186649, 1.702414], [-1.362440, 3.054443, 1.223401], [-3.193794, -1.739505, -1.931633], [-4.874118, -1.677832, 0.157123], [4.247503, -0.939307, 1.970601], [-0.633912, 5.217179, 0.573617], [0.519366, 5.566504, 1.895069], [0.657890, -3.553169, -3.826150], [4.714781, -0.915635, 0.299098], [-3.123385, -2.544866, -0.280111], [0.243693, 1.328134, 2.931993], [-0.697062, -2.827836, 0.440691], [-1.103591, -0.329402, -1.238109]], "atomic_forces_ev_per_a": [[-0.5, -0.7, -0.4], [-2.9, -2.4, 1.9], [1.1, -0.1, -0.1], [-0.6, -1.1, -1.0], [-1.3, -2.1, -1.4], [1.3, 0.5, 2.1], [-0.4, 2.8, -1.5], [1.9, 2.0, 2.9], [-0.2, 2.0, 1.6], [-1.5, 1.4, 1.0], [-0.4, -0.8, -0.8], [-0.2, -2.2, 0.0], [1.8, 2.5, -2.4], [-0.9, 0.7, 0.4], [-1.2, 0.3, -0.9], [0.2, 1.6, -0.3], [2.6, -0.4, -0.1], [1.3, 1.2, 1.1], [0.7, -1.7, 1.3], [-0.6, 0.2, -1.1], [-1.0, 0.1, -0.5], [-0.2, -0.5, 0.8], [-0.1, 0.6, -0.4], [-0.2, 0.7, -0.2], [-0.1, -0.1, -1.5], [-2.0, 0.1, -0.6], [0.1, -1.0, 0.4], [0.0, -0.5, 1.1], [0.3, 1.1, -1.4], [0.7, -1.6, -0.9], [0.8, 0.4, 0.1], [-0.8, -0.1, 0.4], [-0.4, 1.0, 0.4], [-0.1, 0.6, -0.4], [1.0, 0.1, 0.2], [0.0, 1.0, 0.0], [0.7, -0.4, 0.1], [0.9, -0.8, -1.2], [-0.1, 0.0, -0.6], [1.0, -0.7, 0.6], [-0.1, -1.5, 0.4], [-0.7, -2.3, 1.0]], "mulliken_charge": [0.002, -0.544, -0.523, -0.646, -0.679, -0.687, -0.088, -0.065, -0.034, -1.292, -0.592, -1.536, 0.711, -0.098, 0.967, 0.628, -1.140, 0.607, -0.956, -0.422, -0.810, 0.328, 0.486, 0.411, 0.338, 0.287, 0.327, 0.081, 0.332, 0.321, 0.376, 0.321, 0.452, 0.258, 0.223, 0.286, 0.341, 0.413, 0.422, 0.558, 0.236, 0.400], "relative_energy_kcal_mol": 47.6, "homo_lumo_gap_ev": 9.54, "max_force_ha_per_bohr": 0.0823, "energy_ha": -1408.513173, "total_charge": 0}